## 1
Formula: C6H9FS
Source: the OMol25 dataset
Level of theory: ωB97M-V with the def2-TZVPD basis set

Cartesian coordinates (Å):
1 F -1.433 -2.070 -0.039
2 C -1.246 -0.702 0.068
3 C -0.879 0.086 -1.166
4 C -0.059 1.319 -0.691
5 C 0.503 0.967 0.681
6 C 1.286 -0.314 0.794
7 S 2.165 -1.009 -0.576
8 C -0.168 -0.345 1.083
9 H -2.195 -0.321 0.506
10 H -1.826 0.339 -1.721
11 H -0.302 -0.484 -1.919
12 H 0.717 1.635 -1.433
13 H -0.748 2.190 -0.646
14 H 0.720 1.729 1.451
15 H 1.882 -0.300 1.765
16 H 1.956 -2.279 -0.260
17 H -0.371 -0.442 2.103

## Properties
Gap between HOMO and LUMO ... 9.8 eV
HOMO energy ... -9.0 eV
SMILES ... F[C@@H]1CC[C@@H]2[C@H](S)[C@@H]21


## 2
Formula: C6H9FS
Source: the OMol25 dataset
Level of theory: ωB97M-V with the def2-TZVPD basis set

Cartesian coordinates (Å):
1 F 1.668 -0.667 -1.263
2 C 0.609 0.164 -1.151
3 C 0.658 1.145 0.018
4 C 0.870 0.197 1.240
5 C -0.080 -0.959 0.895
6 C -0.632 -0.427 -0.444
7 S -1.925 -1.326 -1.325
8 C -0.908 1.052 -0.063
9 H 0.324 0.662 -2.094
10 H 1.215 2.090 0.044
11 H 1.936 -0.141 1.344
12 H 0.619 0.723 2.168
13 H 0.497 -1.927 0.747
14 H -0.856 -1.115 1.626
15 H -1.146 -2.324 -1.777
16 H -1.367 1.632 -0.906
17 H -1.481 1.222 0.942

## Properties
Gap between HOMO and LUMO ... 10.0 eV
HOMO energy ... -9.1 eV
SMILES ... F[C@@H]1[C@@H]2CC[C@@]1(S)C2


Energy relative to the most stable one, in kJ/mol: 1 15.0; 2 0.0


## 1
Formula: C3H6NO3S
Source: the OMol25 dataset
Level of theory: ωB97M-V with the def2-TZVPD basis set

Cartesian coordinates (Å):
1 C 2.493 0.315 0.124
2 C -2.204 -1.026 -0.677
3 C -1.473 0.014 0.234
4 N 1.576 1.344 0.344
5 O 3.711 0.453 0.035
6 O 1.900 -0.875 0.114
7 O -0.525 -0.305 0.968
8 S -2.147 1.550 0.208
9 H -3.088 -0.564 -1.105
10 H -2.391 -2.005 -0.268
11 H -1.432 -1.216 -1.433
12 H 2.044 2.271 0.323
13 H 0.962 -1.001 0.461
14 H 0.574 1.047 0.672

## Properties
Charge ... -1
Gap between HOMO and LUMO ... 7.8 eV
HOMO energy ... -4.2 eV


## 2
Formula: C3H6NO3S
Source: the OMol25 dataset
Level of theory: ωB97M-V with the def2-TZVPD basis set

Cartesian coordinates (Å):
1 C -1.085 -0.046 1.071
2 C 0.059 -0.385 -0.041
3 O 0.171 -1.861 -0.044
4 N 1.282 0.239 0.120
5 S 1.301 1.959 0.030
6 C 2.866 -0.512 0.170
7 O 3.652 0.355 -0.075
8 O 2.736 -1.660 0.379
9 H -1.295 0.944 1.070
10 H -0.650 -0.119 2.127
11 H -1.872 -0.755 0.845
12 H -0.372 -0.242 -1.139
13 H 1.006 -1.946 -0.536
14 H 2.242 2.028 -0.921

## Properties
Charge ... -1
Gap between HOMO and LUMO ... 7.1 eV
HOMO energy ... -3.5 eV
SMILES ... C[C@H](O)N(S)C(=O)[O-]


Energy relative to the most stable one, in kJ/mol: 1 0.0; 2 248.8


## 1
Formula: C3H12O4
Source: the OMol25 dataset
Level of theory: ωB97M-V with the def2-TZVPD basis set

Cartesian coordinates (Å):
1 C 0.742 -0.420 2.736
2 C 0.512 -0.649 1.447
3 C 1.498 -1.090 0.405
4 O -0.647 -0.223 0.818
5 H 1.745 -0.586 3.102
6 H -0.042 -0.048 3.378
7 H 2.038 -0.221 0.018
8 H 0.951 -1.544 -0.417
9 H 2.264 -1.726 0.843
10 H -1.209 0.163 1.512
11 O -0.313 0.681 -2.512
12 H -1.201 0.327 -2.643
13 H -0.155 0.332 -1.603
14 O -2.533 1.128 2.659
15 H -2.969 0.502 3.240
16 H -3.212 1.309 1.987
17 O 1.206 0.553 -5.097
18 H 0.702 0.399 -4.272
19 H 0.623 1.115 -5.602

## Properties
Gap between HOMO and LUMO ... 9.2 eV
HOMO energy ... -8.9 eV
SMILES ... C=C(C)O.O.O.O


## 2
Formula: C3H12O4
Source: the OMol25 dataset
Level of theory: ωB97M-V with the def2-TZVPD basis set

Cartesian coordinates (Å):
1 C -1.956 0.625 -1.052
2 C -1.709 -0.433 -0.301
3 C -2.282 -0.701 1.096
4 O -0.770 -1.336 -0.724
5 H -2.829 1.250 -0.937
6 H -1.405 0.797 -1.970
7 H -2.510 -1.765 1.096
8 H -3.163 -0.077 1.187
9 H -1.506 -0.453 1.811
10 H -0.800 -2.178 -0.268
11 O 1.184 2.008 0.200
12 H 0.996 1.348 -0.474
13 H 0.770 1.702 0.995
14 O 3.769 -5.745 -0.401
15 H 3.789 -6.386 -1.148
16 H 2.987 -5.194 -0.527
17 O 1.911 5.880 0.503
18 H 1.651 5.417 -0.313
19 H 1.875 5.243 1.226

## Properties
Gap between HOMO and LUMO ... 9.5 eV
HOMO energy ... -9.2 eV
SMILES ... C=C(C)O.O.O.O


Energy relative to the most stable one, in kJ/mol: 1 0.0; 2 56.1